Version i
{"formula": "C3H8N", "method": "ωB97M-V with the def2-TZVPD basis set", "multiplicity": 1, "charge": 1, "homo_ev": -13.84, "homo_lumo_gap_ev": 5.30, "elements": ["C", "C", "C", "N", "H", "H", "H", "H", "H", "H", "H", "H"], "coordinates": [[1.651, 0.038, 0.007], [0.419, -0.002, -0.807], [-0.875, 0.420, -0.399], [-1.849, -0.489, -0.006], [2.528, 0.066, -0.650], [1.770, 0.915, 0.661], [1.801, -0.865, 0.594], [0.368, -0.950, -1.358], [-1.313, 1.413, -0.565], [-2.697, 0.024, 0.219], [-0.998, -0.663, 0.650], [-0.806, 0.092, 1.653]]}

***

Version ii
{"formula": "C3H8N", "method": "ωB97M-V with the def2-TZVPD basis set", "multiplicity": 1, "charge": 1, "homo_ev": -17.31, "homo_lumo_gap_ev": 13.63, "elements": ["C", "N", "C", "C", "H", "H", "H", "H", "H", "H", "H", "H"], "coordinates": [[-1.117, -0.482, -0.940], [-0.477, -0.046, 0.314], [1.113, -0.427, 0.624], [0.697, 0.944, 0.324], [-1.267, -1.532, -0.818], [-1.942, 0.168, -0.984], [-0.447, -0.210, -1.741], [-1.194, 0.196, 1.064], [1.661, -1.023, -0.170], [1.238, -0.834, 1.687], [0.597, 1.765, 1.108], [1.139, 1.481, -0.469]]}

***

Most stable structure - version ii; separation to the second - 699.6 kJ/mol.

***

Version i
{"formula": "C3H3BrCl2O", "method": "ωB97M-V with the def2-TZVPD basis set", "multiplicity": 1, "homo_ev": [-8.44, -8.43], "homo_lumo_gap_ev": [3.95, 3.94], "elements": ["C", "C", "C", "O", "Cl", "Cl", "Br", "H", "H", "H"], "coordinates": [[0.673, -0.928, -0.025], [1.283, 0.420, -0.115], [-0.802, -0.949, -0.054], [1.289, -1.958, 0.026], [-3.422, 3.216, 0.398], [-1.545, -2.408, 0.277], [-1.792, 0.599, -0.107], [2.074, 0.185, -0.795], [0.475, 1.126, -0.389], [1.767, 0.697, 0.784]]}

***

Version ii
{"formula": "C3H3BrCl2O", "method": "ωB97M-V with the def2-TZVPD basis set", "multiplicity": 1, "homo_ev": -9.72, "homo_lumo_gap_ev": 9.67, "elements": ["C", "C", "C", "O", "Cl", "Cl", "Br", "H", "H", "H"], "coordinates": [[-0.910, -0.660, 0.329], [-1.617, -0.041, -0.590], [1.618, 0.297, 0.221], [0.930, -0.888, 0.069], [-1.306, -1.341, 1.778], [-3.316, 0.203, -0.337], [-0.915, 0.607, -2.196], [1.162, 1.142, -0.305], [2.591, 0.119, -0.246], [1.764, 0.560, 1.276]]}

***

Most stable structure - version ii; separation to the second - 71.0 kJ/mol.

***

Version i
{"formula": "C2H6O2", "method": "ωB97M-V with the def2-TZVPD basis set", "multiplicity": 1, "homo_ev": -10.02, "homo_lumo_gap_ev": 10.56, "elements": ["C", "C", "O", "H", "H", "H", "H", "O", "H", "H"], "coordinates": [[-1.177, -0.439, 1.217], [-1.301, 1.067, 0.917], [-2.243, 1.782, 1.192], [-2.216, -0.900, 0.893], [-1.051, -0.635, 2.243], [-0.212, -0.884, 0.784], [-0.121, 1.467, 0.748], [3.058, -0.299, -2.688], [2.571, -0.599, -3.396], [2.693, -0.559, -1.909]]}

***

Version ii
{"formula": "C2H6O2", "method": "ωB97M-V with the def2-TZVPD basis set", "multiplicity": 1, "homo_ev": -8.89, "homo_lumo_gap_ev": 9.47, "elements": ["C", "C", "O", "H", "H", "H", "H", "O", "H", "H"], "coordinates": [[-1.344, 1.482, 0.003], [-0.540, 0.952, -0.906], [0.556, 0.185, -0.647], [-2.126, 2.177, -0.246], [-1.198, 1.227, 1.049], [-0.746, 1.081, -1.963], [0.375, -0.355, 0.139], [0.921, -1.932, 1.147], [1.782, -2.066, 0.739], [0.823, -2.651, 1.777]]}

***

Version iii
{"formula": "C2H6O2", "method": "ωB97M-V with the def2-TZVPD basis set", "multiplicity": 1, "homo_ev": [-7.72, -7.27], "homo_lumo_gap_ev": [8.35, 7.68], "elements": ["C", "C", "O", "O", "H", "H", "H", "H", "H", "H"], "coordinates": [[1.059, -0.058, 0.036], [-0.397, 0.022, -0.181], [-0.796, -0.715, -1.214], [-1.066, 1.182, 0.136], [1.312, -0.984, 0.287], [1.632, 0.171, -0.806], [1.564, 0.628, 0.651], [-0.800, -1.283, 1.520], [-1.643, -0.445, -1.508], [-0.865, 1.481, 1.079]]}

***

Version iv
{"formula": "C2H6O2", "method": "ωB97M-V with the def2-TZVPD basis set", "multiplicity": 1, "homo_ev": -10.03, "homo_lumo_gap_ev": 10.94, "elements": ["C", "C", "O", "H", "H", "H", "H", "O", "H", "H"], "coordinates": [[0.340, -2.793, -1.322], [-0.339, -1.471, -1.042], [0.235, -0.409, -0.929], [1.017, -2.695, -2.187], [-0.436, -3.539, -1.565], [0.921, -3.159, -0.459], [-1.450, -1.441, -0.937], [-0.156, 5.334, 3.174], [-0.418, 4.434, 2.873], [0.286, 5.737, 2.393]]}

***

Most stable structure - version iv; separation to the second - 23.9 kJ/mol.